[1]
24
Properties=species:S:1:pos:R:3 method="wB97M-V/def2-TZVPD" max_force_ev_per_a=4.65 total_energy_ha=-775.61059 relative_energy_kj_mol=304.1 orbital_gap_ev="7.42 / 8.43" e_homo_ev="-7.6 / -8.0" spin_multiplicity=1 lumo_ev="-0.18 / 0.45"
C -0.81 2.75 -2.41
C 2.10 -2.72 1.23
C -0.81 3.48 -0.41
C 0.37 -3.45 0.34
C 0.04 1.39 0.66
C -0.93 0.24 0.93
C -0.14 -1.44 -0.94
N -1.12 3.84 -1.66
N 1.28 -3.79 1.26
N -0.43 1.73 -1.64
N 1.69 -1.69 0.52
N -0.40 2.24 -0.42
N 0.54 -2.23 -0.08
O -0.67 -0.61 1.95
F -1.17 -2.08 -1.66
H -0.81 2.68 -3.43
H 2.95 -2.57 1.85
H -0.87 4.17 0.53
H -0.53 -4.02 0.32
H 0.90 0.94 0.36
H 0.15 1.90 1.59
H -1.80 0.27 0.31
H 0.37 -0.76 -1.59
H 0.10 -0.27 2.41

---

[2]
12
Properties=species:S:1:pos:R:3 method="wB97M-V/def2-TZVPD" smiles="O=C1COCC(=S)O1" max_force_ev_per_a=4.15 total_energy_ha=-778.68181 relative_energy_kj_mol=163.9 orbital_gap_ev=8.86 e_homo_ev=-9.3 spin_multiplicity=1 lumo_ev=-0.46
O -2.59 0.68 -0.19
C -1.41 0.40 -0.24
C -0.91 -1.00 -0.11
O 0.44 -1.04 -0.65
C 1.26 -0.21 0.13
C 0.82 1.15 0.05
S 1.80 2.47 0.19
O -0.44 1.39 -0.34
H -1.61 -1.70 -0.69
H -0.95 -1.24 1.03
H 2.19 -0.29 -0.31
H 1.39 -0.60 1.13

---

[3]
140
Properties=species:S:1:pos:R:3 method="wB97M-V/def2-TZVPD" max_force_ev_per_a=1.64 total_energy_ha=-11440.82618 relative_energy_kj_mol=0.0 orbital_gap_ev=6.66 e_homo_ev=-7.5 spin_multiplicity=1 lumo_ev=-0.88
Pd 2.02 0.07 -0.25
Se 8.46 0.32 4.84
N 6.71 0.27 5.07
C 6.15 0.18 3.89
C 4.72 0.16 3.67
C 3.82 0.25 4.73
C 2.48 0.29 4.44
C 2.08 0.23 3.11
N 2.91 0.10 2.10
C 4.23 0.07 2.36
C 5.17 -0.06 1.22
N 4.64 -0.25 0.01
C 5.46 -0.41 -1.01
C 6.85 -0.33 -0.91
C 7.40 -0.11 0.33
C 6.56 -0.01 1.43
C 7.07 0.13 2.78
N 8.34 0.20 3.08
H 4.20 0.30 5.74
H 1.74 0.37 5.22
H 1.02 0.28 2.88
H 5.00 -0.62 -1.96
H 7.47 -0.44 -1.79
H 8.47 -0.05 0.49
C -3.27 -2.01 -6.29
C -2.95 -2.28 -4.84
C -1.75 -2.87 -4.48
C -1.48 -3.25 -3.17
C -0.19 -3.95 -2.84
C -2.44 -3.00 -2.18
C -3.63 -2.34 -2.51
C -4.65 -2.02 -1.45
C -3.87 -2.00 -3.84
C -2.29 -3.57 -0.81
C -3.07 -4.70 -0.55
C -3.01 -5.33 0.68
C -2.16 -4.85 1.66
C -1.36 -3.73 1.42
C -1.43 -3.09 0.17
Ge -0.19 -1.54 -0.09
S 1.88 -2.25 -0.29
S -0.68 0.03 -1.73
Ge -0.24 1.61 -0.06
S 1.81 2.38 0.00
S -0.79 0.01 1.48
C -1.55 3.12 0.09
C -2.16 3.70 -1.03
C -3.01 4.79 -0.85
C -3.26 5.30 0.41
C -2.65 4.73 1.51
C -1.79 3.64 1.36
C -1.20 3.11 2.63
C 0.02 3.61 3.11
C 0.80 4.68 2.38
C 0.47 3.20 4.37
C -0.28 2.34 5.16
C 0.16 2.03 6.57
C -1.48 1.86 4.66
C -1.96 2.24 3.42
C -3.32 1.78 2.96
C -1.96 3.24 -2.43
C -2.95 2.45 -3.02
C -4.13 1.96 -2.22
C -2.87 2.17 -4.38
C -1.83 2.66 -5.16
C -1.83 2.41 -6.65
C -0.83 3.40 -4.55
C -0.89 3.71 -3.19
C 0.19 4.56 -2.56
C -0.47 -3.29 2.54
C -0.96 -2.47 3.56
C -2.39 -1.97 3.57
C -0.15 -2.18 4.65
C 1.13 -2.71 4.76
C 1.95 -2.50 6.01
C 1.60 -3.54 3.75
C 0.81 -3.86 2.65
C 1.28 -4.89 1.67
H -2.37 -1.91 -6.89
H -3.87 -1.11 -6.40
H -3.85 -2.84 -6.70
H -1.01 -3.09 -5.25
H 0.21 -4.46 -3.72
H -0.33 -4.69 -2.05
H 0.56 -3.24 -2.50
H -4.17 -1.58 -0.58
H -5.16 -2.93 -1.12
H -5.40 -1.33 -1.82
H -4.81 -1.53 -4.10
H -3.72 -5.08 -1.32
H -3.62 -6.21 0.88
H -2.11 -5.33 2.63
H -3.48 5.23 -1.73
H -3.92 6.15 0.53
H -2.83 5.13 2.50
H 0.41 4.85 1.39
H 1.85 4.40 2.29
H 0.75 5.61 2.95
H 1.40 3.60 4.75
H 1.22 1.80 6.63
H -0.41 1.20 6.98
H -0.02 2.90 7.21
H -2.08 1.20 5.28
H -3.77 1.13 3.71
H -3.26 1.23 2.02
H -3.98 2.64 2.80
H -3.80 1.59 -1.24
H -4.64 1.16 -2.75
H -4.83 2.78 -2.04
H -3.65 1.57 -4.84
H -2.74 2.81 -7.10
H -1.81 1.34 -6.86
H -0.98 2.88 -7.14
H -0.01 3.79 -5.14
H 0.78 5.06 -3.32
H 0.86 3.94 -1.96
H -0.25 5.31 -1.90
H -2.86 -2.05 2.59
H -2.43 -0.93 3.89
H -2.97 -2.57 4.28
H -0.54 -1.55 5.44
H 1.65 -1.60 6.54
H 3.01 -2.45 5.79
H 1.79 -3.35 6.68
H 2.59 -3.97 3.83
H 2.35 -5.07 1.77
H 1.08 -4.60 0.64
H 0.75 -5.83 1.85
S 2.97 0.69 -2.73
C 2.35 0.19 -4.20
N 1.13 -0.27 -4.47
C 0.89 -0.41 -5.90
C 2.29 -0.25 -6.50
N 3.05 0.25 -5.36
H 0.40 -0.29 -3.76
H 0.21 0.37 -6.24
H 0.44 -1.39 -6.12
H 2.30 0.47 -7.32
H 2.70 -1.20 -6.86
H 4.04 0.40 -5.37

---

[4]
16
Properties=species:S:1:pos:R:3 method="wB97M-V/def2-TZVPD" smiles="NN1CCN=C1[N+](=O)O" max_force_ev_per_a=8.45 total_charge=+1 total_energy_ha=-487.47275 relative_energy_kj_mol=804.7 orbital_gap_ev="7.56 / 7.54" e_homo_ev="-14.3 / -14.0" spin_multiplicity=1 lumo_ev="-6.73 / -6.46"
N -0.09 -1.89 0.10
N -0.24 -0.51 -0.12
C -1.43 0.29 -0.10
C -0.94 1.77 0.03
N 0.43 1.79 0.10
C 0.92 0.30 -0.06
N 2.20 -0.04 -0.02
O 3.09 0.75 0.04
O 2.39 -1.40 -0.02
H -0.67 -2.36 -0.61
H -0.42 -2.14 1.15
H -2.16 0.04 0.67
H -1.87 0.33 -1.09
H -1.52 2.41 -0.89
H -1.18 2.47 0.94
H 1.49 -1.79 -0.10

---

[5]
15
Properties=species:S:1:pos:R:3 method="wB97M-V/def2-TZVPD" smiles=NCN.O.O max_force_ev_per_a=4.50 total_energy_ha=-304.02644 relative_energy_kj_mol=148.0 orbital_gap_ev=9.34 e_homo_ev=-8.8 spin_multiplicity=1 lumo_ev=0.51
N -0.61 0.68 -0.40
C -0.30 1.40 -1.64
N 1.20 1.54 -1.67
H -0.03 0.86 0.49
H -1.65 0.69 -0.13
H -0.71 1.11 -2.62
H -0.69 2.52 -1.42
H 1.68 0.60 -1.67
H 1.40 1.86 -2.62
O 1.27 -1.58 0.49
H 0.98 -1.22 1.34
H 1.95 -1.02 0.18
O -1.60 -1.69 2.79
H -1.71 -2.24 2.02
H -0.91 -0.99 2.62

---

[6]
65
Properties=species:S:1:pos:R:3 method="wB97M-V/def2-TZVPD" max_force_ev_per_a=0.65 total_charge=+2 total_energy_ha=-3521.93593 relative_energy_kj_mol=19.9 orbital_gap_ev=7.46 e_homo_ev=-13.6 spin_multiplicity=1 lumo_ev=-6.14
Ta -0.52 0.29 1.03
O 0.03 -0.35 5.79
C -0.08 0.07 4.55
O -0.84 -0.40 3.72
C 0.85 1.22 4.22
O 0.33 1.94 3.12
C -0.78 2.78 3.47
C -2.08 2.19 2.96
O -3.16 2.45 3.40
O -1.88 1.38 1.90
H -0.57 -1.10 5.95
H 1.81 0.80 3.93
H 0.99 1.86 5.09
H -0.64 3.75 3.00
H -0.85 2.92 4.55
C 3.05 -1.26 -3.08
N 1.86 -1.51 -2.25
C 0.97 -2.60 -2.65
C 1.50 -0.71 -1.25
N 0.30 -0.70 -0.73
N 2.49 0.12 -0.75
C 2.29 1.31 -0.09
N 3.35 2.13 -0.07
N 1.16 1.59 0.48
H 2.87 -1.68 -4.06
H 3.94 -1.72 -2.65
H 3.20 -0.19 -3.21
H 1.55 -3.33 -3.21
H 0.15 -2.24 -3.27
H 0.58 -3.10 -1.76
H -0.38 -1.12 -1.35
H 3.44 -0.14 -0.95
H 4.11 2.02 -0.72
H 3.34 2.96 0.50
H 1.10 2.55 0.79
F 0.27 0.33 -5.85
C -0.13 0.69 -4.62
C -1.29 0.14 -4.10
C -1.67 0.50 -2.82
C -0.92 1.39 -2.05
C -1.29 1.67 -0.63
C 0.21 1.97 -2.64
C 0.61 1.62 -3.92
H -1.88 -0.54 -4.70
H -2.59 0.09 -2.41
H -2.37 1.71 -0.53
H -0.93 2.66 -0.34
H 0.77 2.72 -2.09
H 1.47 2.09 -4.39
I -4.78 -3.75 -1.44
C -3.92 -2.13 -0.53
C -4.55 -1.00 -0.04
N -3.60 -0.19 0.45
N -2.38 -0.74 0.34
C -2.57 -1.93 -0.25
H -5.59 -0.73 0.00
H -3.70 0.67 0.98
H -1.74 -2.59 -0.44
Cl 2.60 -2.37 3.80
C 1.60 -2.89 2.45
Cl 0.58 -4.23 2.89
Cl 2.62 -3.30 1.04
C 0.77 -1.71 1.96
O -0.40 -1.84 1.55
O 1.28 -0.54 1.89

---

[7]
53
Properties=species:S:1:pos:R:3 method="wB97M-V/def2-TZVPD" max_force_ev_per_a=4.62 total_charge=-1 total_energy_ha=-2472.82759 orbital_gap_ev="5.31 / 3.31" e_homo_ev="-4.2 / -4.2" spin_multiplicity=2 lumo_ev="1.13 / -0.86"
Mg 0.63 -0.32 -0.64
C -3.22 -1.57 -1.62
C -3.67 -2.67 -2.49
C -2.63 -3.82 -2.82
O -3.06 -4.77 -3.50
C -1.23 -3.55 -2.47
C -0.85 -2.44 -1.73
C -1.92 -1.50 -1.25
O -1.61 -0.53 -0.46
O 0.42 -2.24 -1.50
O -4.77 -2.85 -3.01
H -3.95 -0.83 -1.31
H -0.42 -4.22 -2.74
C 2.29 1.81 -3.73
C 3.66 2.07 -4.08
C 4.82 1.45 -3.22
O 5.92 1.69 -3.67
C 4.45 0.81 -1.95
C 3.15 0.53 -1.71
C 2.05 0.98 -2.60
O 0.79 0.78 -2.42
O 2.81 -0.07 -0.60
O 4.05 2.68 -5.08
H 1.49 2.20 -4.35
H 5.20 0.47 -1.25
C -2.49 3.25 -0.20
C -2.29 2.64 1.19
O -1.00 2.87 1.68
C 0.19 2.23 1.30
O 0.29 1.37 0.41
C 1.40 2.97 1.97
F 1.07 3.90 2.84
F 2.12 2.00 2.54
F 2.13 3.48 0.93
H -3.56 3.30 -0.40
H -1.83 2.81 -0.95
H -2.13 4.27 -0.36
H -2.41 1.56 1.26
H -3.06 3.11 1.80
C -1.92 -1.02 4.70
C -1.07 -0.73 3.44
O -0.33 -1.87 3.19
C 0.66 -1.95 2.26
O 0.76 -1.15 1.32
C 1.68 -3.08 2.52
F 2.92 -2.60 2.53
F 1.44 -3.77 3.60
F 1.51 -3.97 1.52
H -2.51 -0.15 4.99
H -1.24 -1.37 5.48
H -2.65 -1.81 4.52
H -0.37 0.10 3.54
H -1.68 -0.52 2.56

---

[8]
53
Properties=species:S:1:pos:R:3 method="wB97M-V/def2-TZVPD" max_force_ev_per_a=0.18 total_charge=+1 total_energy_ha=-2333.55648 relative_energy_kj_mol=0.0 orbital_gap_ev=8.01 e_homo_ev=-10.8 spin_multiplicity=1 lumo_ev=-2.74
Sr 0.03 -1.00 -1.58
C 1.52 -2.93 -0.20
C 1.07 -3.56 -1.37
C 1.75 -2.99 -2.47
C 2.62 -1.99 -1.97
C 2.48 -1.96 -0.57
H 1.24 -3.21 0.81
H 0.38 -4.39 -1.42
H 1.68 -3.30 -3.50
H 3.31 -1.40 -2.55
H 3.11 -1.37 0.09
O -1.78 -1.62 0.79
C -2.46 -0.86 0.10
N -1.96 0.32 -0.36
S -2.77 0.78 -1.66
O -1.97 0.36 -2.82
O -3.10 2.19 -1.64
C -4.16 -0.28 -1.46
C -5.35 -0.35 -2.15
C -6.23 -1.36 -1.77
C -5.91 -2.25 -0.75
C -4.70 -2.16 -0.08
C -3.83 -1.15 -0.43
H -5.59 0.34 -2.95
H -7.18 -1.45 -2.28
H -6.62 -3.02 -0.49
H -4.44 -2.86 0.71
N -0.59 3.30 -1.16
C -0.33 3.14 0.31
P 1.05 1.90 0.50
O 2.30 2.55 0.95
O 0.98 1.12 -0.80
C 0.41 0.81 1.84
N 1.34 -0.34 2.04
H -0.28 4.20 -1.51
H -1.59 3.14 -1.39
H -0.05 2.55 -1.63
H -1.25 2.76 0.77
H -0.07 4.10 0.75
H -0.57 0.41 1.59
H 0.36 1.37 2.77
H 1.44 -0.91 1.19
H 0.99 -0.96 2.78
H 2.32 -0.03 2.31
C 4.33 2.00 3.46
S 4.40 0.33 2.77
C 5.08 0.72 1.14
H 5.34 2.39 3.55
H 3.89 1.93 4.45
H 3.72 2.63 2.81
H 4.41 1.39 0.62
H 5.20 -0.21 0.59
H 6.06 1.18 1.27

---

[9]
47
Properties=species:S:1:pos:R:3 method="wB97M-V/def2-TZVPD" max_force_ev_per_a=2.77 total_charge=-1 total_energy_ha=-1399.15610 relative_energy_kj_mol=0.0 orbital_gap_ev="6.47 / 6.47" e_homo_ev="-3.4 / -3.4" spin_multiplicity=1 lumo_ev="3.04 / 3.04"
C -1.47 0.65 -3.76
C -0.22 0.82 -4.43
C 0.58 1.70 -3.67
C -0.18 2.08 -2.50
C -1.46 1.42 -2.59
Bi 1.07 0.31 -1.03
N 0.18 -1.54 -1.65
C -0.85 -3.99 -2.69
C 0.22 -4.01 -3.50
H 1.56 2.09 -3.93
H 0.04 0.39 -5.39
H 0.06 2.91 -1.83
H -2.29 1.55 -1.89
H -2.31 0.06 -4.14
H 0.86 -3.14 -3.68
H -1.18 -3.12 -2.12
H 0.23 -1.60 -2.68
H 0.53 -4.94 -4.01
H -1.47 -4.90 -2.60
C 2.40 2.08 1.73
Si 0.52 2.03 1.72
C -0.01 2.20 3.53
C -0.10 3.56 0.83
C -0.18 0.49 0.89
Si -0.19 -1.11 1.90
C -1.37 -0.97 3.35
C -0.77 -2.60 0.94
C 1.53 -1.49 2.56
H 2.71 3.04 2.18
H 2.84 2.04 0.72
H 2.85 1.27 2.32
H 0.33 3.18 3.89
H -1.10 2.16 3.65
H 0.43 1.44 4.18
H 0.67 4.01 0.19
H -0.99 3.36 0.21
H -0.38 4.32 1.58
H -1.19 0.68 0.50
H -2.41 -1.10 3.00
H -1.16 -1.79 4.05
H -1.31 -0.03 3.90
H -0.28 -2.66 -0.06
H -0.55 -3.52 1.50
H -1.85 -2.56 0.76
H 2.17 -1.92 1.77
H 2.05 -0.63 2.99
H 1.43 -2.25 3.35

---

[10]
11
Properties=species:S:1:pos:R:3 method="wB97M-V/def2-TZVPD" smiles="C=C=NCC=O" max_force_ev_per_a=0.89 total_energy_ha=-285.34193 relative_energy_kj_mol=190.7 orbital_gap_ev=10.08 e_homo_ev=-9.2 spin_multiplicity=1 lumo_ev=0.90
C 1.58 -1.53 -0.45
C 1.18 -0.29 -0.26
N 0.86 0.88 -0.08
C -0.54 1.27 -0.05
C -1.45 0.28 0.66
O -2.65 0.32 0.59
H 1.74 -2.19 0.39
H 1.75 -1.89 -1.45
H -0.63 2.24 0.45
H -0.91 1.40 -1.08
H -0.93 -0.49 1.27

---

[11]
59
Properties=species:S:1:pos:R:3 method="wB97M-V/def2-TZVPD" max_force_ev_per_a=1.59 total_charge=-2 total_energy_ha=-2801.69016 relative_energy_kj_mol=51.7 orbital_gap_ev=4.65 e_homo_ev=0.2 spin_multiplicity=1 lumo_ev=4.81
Pd 0.05 0.22 -0.20
C -2.50 0.34 2.30
N -1.10 0.02 2.46
C -0.54 0.64 3.64
C -0.90 -1.42 2.53
C -1.29 -2.20 1.28
C -1.96 -3.40 1.47
C -2.23 -4.26 0.41
C -1.82 -3.87 -0.86
C -1.19 -2.65 -1.05
C -0.89 -1.75 -0.01
H -3.09 0.01 3.18
H -2.87 -0.16 1.40
H -2.62 1.42 2.17
H -0.98 0.24 4.57
H -0.72 1.72 3.61
H 0.54 0.48 3.66
H -1.46 -1.83 3.40
H 0.16 -1.60 2.70
H -2.28 -3.69 2.48
H -2.74 -5.20 0.57
H -2.00 -4.54 -1.70
H -0.91 -2.39 -2.07
O 0.87 -0.58 -2.83
C 1.26 0.73 -3.16
C 0.11 1.59 -3.73
C -1.23 1.44 -2.99
C -1.47 2.43 -1.88
C -2.44 3.42 -1.99
C -2.66 4.29 -0.93
C -1.91 4.11 0.23
C -0.98 3.09 0.27
N -0.75 2.26 -0.76
H 0.53 -0.52 -1.84
H 2.04 0.66 -3.93
H 1.67 1.23 -2.30
H -0.05 1.30 -4.78
H 0.45 2.63 -3.71
H -1.28 0.45 -2.53
H -2.05 1.53 -3.72
H -3.01 3.53 -2.90
H -3.38 5.09 -1.01
H -2.04 4.78 1.07
H -0.34 2.96 1.13
F 4.76 0.55 1.82
C 4.57 1.81 1.39
F 5.45 2.00 0.39
F 4.92 2.60 2.41
S 2.74 2.00 0.88
O 2.39 0.62 0.75
O 2.18 2.77 1.95
N 2.77 2.76 -0.51
S 3.35 4.21 -0.66
O 3.74 4.47 -2.01
O 4.23 4.65 0.39
C 1.92 5.41 -0.50
F 1.03 5.26 -1.50
F 2.44 6.65 -0.62
F 1.26 5.37 0.66